A cluster of 2 separate species, C6H11O in total, computed with ωB97M-V/def2-TZVPD.

Computed properties:
- <S²>: 0.76
- Charge: -2
- E_LUMO (spin up / spin down): 6.83 / 6.66 eV
- Relative energy (zero: lowest compared OMol25 entry of this formula, charge and spin): 242.6 kJ/mol
- Multiplicity: 2
- E_tot: -8439.823 eV

CARTESIAN COORDINATES (ANGSTROEM)
1 C 3.13 0.03 -0.60
2 O 3.20 -0.84 -1.64
3 C 1.73 0.10 0.08
4 C -1.71 1.50 0.52
5 C -2.08 0.19 0.78
6 C -1.87 -0.85 1.64
7 C -2.95 0.15 -0.47
8 H 3.48 1.07 -0.89
9 H 3.85 -0.30 0.20
10 H 1.09 0.87 -0.34
11 H 1.88 0.23 1.16
12 H -0.96 1.77 -0.20
13 H 1.25 -0.87 -0.10
14 H -2.30 -1.75 1.22
15 H -1.30 -0.68 2.54
16 H -3.82 0.80 -0.41
17 H -3.43 -0.88 -0.43
18 H -2.46 0.35 -1.41